(1)
ORCA calculation (the ωB97M-V functional and the def2-TZVPD basis) on C20H36F6MnNO6 as an isolated structure.

```
! RIJCOSX wB97M-V def2-TZVPD def2/J DEFGRID3
* xyz -1 6
Mn -4.4926 -10.7437 -29.9835
F -0.1813 -8.9603 -33.6600
F -2.4893 -13.7956 -25.5008
F 0.9780 -7.3555 -32.9068
F 0.8711 -9.1975 -31.8127
F -4.7321 -13.8709 -25.1932
F -3.2175 -13.5366 -23.5722
O -1.8927 -8.7920 -30.9385
O -2.4919 -10.9844 -24.5751
O -2.0113 -7.1797 -32.5933
O -3.6741 -11.1615 -26.4823
O -3.9523 -13.7830 -30.9034
O -7.1033 -9.8259 -30.9321
N -7.4965 -11.1082 -31.4900
C -8.8437 -10.3947 -33.5459
C -3.1957 -5.6040 -33.6862
C -3.6076 -11.6591 -25.1278
C -8.4233 -12.0244 -30.7222
C -7.5425 -11.1893 -32.9618
C -9.8470 -11.3880 -30.4222
C -1.0838 -7.8149 -31.6444
C -2.4757 -10.7803 -23.1787
C 0.1449 -8.2669 -32.4912
C -7.8450 -12.2440 -29.3731
C -6.1743 -10.8151 -33.6051
C -8.8778 -13.3636 -32.9720
C -3.8302 -16.0810 -30.0368
C -7.6757 -12.6069 -33.5061
C -8.7126 -13.3899 -31.3983
C -3.5520 -13.2156 -24.8720
C -1.8750 -14.7011 -31.0868
C -1.4789 -9.6766 -22.8468
C -3.3316 -14.8294 -30.6631
C -2.2370 -5.7773 -32.4653
H -6.8970 -12.7735 -29.4681
H -1.1925 -14.9727 -30.2815
H -9.6815 -13.7722 -31.0772
H -2.7452 -5.5230 -31.5352
H -1.7182 -13.6460 -31.3107
H -3.4099 -10.4040 -22.7617
H -5.2967 -11.4585 -33.5414
H -8.8476 -9.3059 -33.4943
H -7.8125 -12.6823 -34.5848
H -7.9473 -14.1291 -31.1615
H -1.8523 -8.7422 -23.2661
H -1.3782 -9.3058 -21.8268
H -5.9772 -9.7497 -33.4860
H -4.8544 -16.0525 -29.6648
H -8.9083 -14.3583 -33.4167
H -4.5138 -11.3213 -24.6250
H -2.2110 -11.7309 -22.7158
H -9.1637 -10.7402 -34.5289
H -1.3385 -5.1605 -32.4833
H -9.6889 -10.3398 -30.1687
H -3.2360 -16.4710 -29.2103
H -3.7020 -4.6499 -33.8320
H -0.7357 -7.0188 -30.9864
H -3.8811 -16.7574 -30.8900
H -8.4768 -12.9070 -28.7821
H -9.7366 -10.5814 -32.9492
H -7.6954 -11.3036 -28.8426
H -6.3270 -10.9197 -34.6793
H -1.9063 -15.2610 -32.0215
H -3.9078 -6.4278 -33.6383
H -2.5176 -5.7437 -34.5281
H -10.4711 -11.5178 -31.3064
H -9.8482 -12.9207 -33.1960
H -0.4723 -9.9840 -23.1300
H -6.8480 -13.2502 -33.2075
H -10.3712 -11.8008 -29.5603
*
```

Computed properties:
- LUMO energy (alpha / beta): -0.3 / 0.0 eV
- ΔE to the lowest compared entry with this formula, charge and spin: 239.0 kcal per mole
- Gap between HOMO and LUMO (alpha / beta): 4.614 / 4.695 eV
- Energy: -82715.234 eV

---

(2)
ORCA calculation (the ωB97M-V functional and the def2-TZVPD basis) on a 5-piece molecular cluster, C20H36O12S3 overall.

```
! RIJCOSX wB97M-V def2-TZVPD def2/J DEFGRID3
* xyz 0 1
S -3.6626 0.8065 -4.4965
S 3.1258 0.4096 -2.8390
S -3.6146 0.2752 5.9313
O -2.2396 1.0812 -0.5955
O -2.2447 0.9645 -4.6657
O 2.6886 -0.6107 -1.9221
O -2.1865 0.0562 1.3843
O 2.2495 1.4895 -3.1503
O -3.6349 1.2169 7.0179
O 1.5311 -0.6408 3.1139
O -2.9306 2.1527 1.2478
O -4.3257 -0.4681 -4.5596
O -4.8440 -0.2170 5.3746
O 3.6561 -1.0707 2.5951
O 2.3293 -2.7103 3.2686
C -1.2163 -0.8353 5.9154
C -0.2964 0.0092 -1.5225
C -1.3010 -0.0634 4.6054
C 5.7196 -2.2535 3.1071
C 4.4309 -2.2600 2.3449
C -2.4835 1.2045 0.7305
C -4.5130 1.9102 -5.6380
C 5.7658 0.2130 -2.9378
C 3.7607 -0.3226 -4.3436
C -5.1023 3.0272 -4.8154
C -1.6198 -0.8998 0.4754
C -4.1342 1.7154 -3.0152
C -2.5007 0.8880 4.6472
C -2.6268 -1.1426 6.3909
C 5.2750 -0.0604 -4.3558
C -5.3972 2.3825 -3.4420
C 2.4053 -1.4004 2.9637
C 3.4718 -3.3997 2.7624
C -1.6557 -0.1797 -0.9173
C 4.6870 1.0825 -2.2885
H 4.6127 -2.3577 1.2800
H -0.6261 -1.2158 0.8017
H -4.4137 3.8624 -4.6819
H -3.1351 0.8329 3.7650
H -2.2271 1.9066 4.8982
H -3.8170 2.2713 -6.3984
H -0.7954 -0.1732 6.6821
H -0.3525 0.4928 -2.4942
H -0.6139 -1.7411 5.9014
H -4.2276 1.0235 -2.1833
H 5.8440 -0.8497 -4.8372
H -5.2775 1.4232 -6.2435
H 3.9089 -4.0779 3.4910
H -3.0671 -2.0252 5.9233
H 3.1443 -3.9768 1.8971
H 5.7890 -0.7562 -2.4336
H -2.2244 -1.8125 0.4739
H 5.4351 0.8639 -4.9138
H -2.2869 -0.7501 -1.5976
H -0.4150 0.5323 4.3996
H 6.3264 -1.3499 3.0404
H 6.3670 -3.0295 2.6714
H 4.6434 2.0794 -2.7344
H 0.3824 0.5100 -0.8346
H 5.5947 -2.5139 4.1597
H 6.7115 0.7433 -2.9430
H 3.3639 0.2330 -5.1865
H 0.1353 -0.9851 -1.6780
H 3.4367 -1.3602 -4.3406
H -1.4291 -0.6608 3.7047
H -6.2419 1.6946 -3.5128
H -2.7536 -1.2767 7.4648
H -5.7184 3.1284 -2.7082
H -3.2749 2.3606 -2.8517
H -6.0483 3.4543 -5.1485
H 4.6834 1.1497 -1.2036
*
```

Computed properties:
- Structure (SMILES): C[C@H]1COC(=O)O1.C[C@H]1COC(=O)O1.O=S1(=O)CCCC1.O=S1(=O)CCCC1.O=S1(=O)CCCC1
- LUMO energy: 0.2 eV
- ΔE to the lowest compared entry with this formula, charge and spin: 3.6 kcal per mole
- Gap between HOMO and LUMO: 9.820 eV
- Energy: -78398.605 eV

---

(3)
ORCA calculation (the ωB97M-V functional and the def2-TZVPD basis) on C20H37AsBCrN6O4P as an isolated structure.

```
! RIJCOSX wB97M-V def2-TZVPD def2/J DEFGRID3
* xyz 0 5
As 0.4321 -1.9381 -2.2259
Cr 0.5199 -0.3061 1.3645
P -0.5810 1.8078 0.3801
O -0.9225 1.2258 1.7372
O 0.1752 0.7423 -0.3952
O -1.8006 2.3522 -0.4504
O 0.3212 3.0835 0.6188
N 0.9808 -2.5468 3.2462
N -0.0668 -3.3580 1.1068
N -0.8711 -2.2671 1.0699
N 2.3706 -2.6112 1.1506
N 2.2712 -1.2885 0.9002
N 0.7143 -1.2229 3.2156
C 0.6562 -1.9135 5.3407
C 0.5164 -0.8318 4.4688
C 2.0568 -1.0036 -2.8554
C -1.9489 -2.6290 0.3917
C 0.9513 -2.9799 4.5128
C -1.8647 -3.9680 -0.0182
C -3.9139 2.8497 -1.3412
C -0.0858 5.1932 -0.4334
C -0.6463 -4.3887 0.4675
C -3.5358 2.9830 1.1311
C 3.4473 -0.8893 0.4280
C 1.0203 3.3651 -1.7473
C 0.9131 -3.7255 -2.8891
C 3.6012 -3.0357 0.8412
C -0.6652 -1.4553 -3.7786
C -3.5776 0.7458 -0.0246
C 0.8622 4.0074 -0.3751
C 4.3340 -1.9654 0.3622
C 2.2156 4.4128 0.1785
C -3.2280 2.2202 -0.1460
B 1.2350 -3.3450 1.9312
H -3.6322 3.8994 -1.4345
H 2.7401 -1.7022 -3.3381
H 2.8652 3.5400 0.2595
H -2.7404 -1.9161 0.2224
H 1.1355 -4.0177 4.7365
H -1.0539 4.8850 -0.8297
H -2.9761 2.5754 1.9726
H -4.9968 2.7890 -1.2228
H 5.3528 -1.9650 0.0176
H 0.2760 0.1987 4.6754
H -0.0896 -1.5645 -4.6984
H -4.6017 2.9087 1.3516
H 2.1048 4.8530 1.1700
H -3.2765 4.0367 1.0135
H 1.6277 -4.1884 -2.2067
H -0.1513 -5.3440 0.4032
H 2.6908 5.1412 -0.4805
H 1.4657 4.1011 -2.4190
H 2.5697 -0.5224 -2.0252
H 0.5578 -1.9193 6.4116
H 0.0593 3.0583 -2.1613
H 0.3243 5.9711 -1.0801
H 1.6647 2.4876 -1.7039
H -4.6468 0.6381 0.1645
H 0.0168 -4.3460 -2.9188
H 1.5989 -4.4629 2.1901
H -3.3290 0.2214 -0.9495
H 3.8698 -4.0701 0.9784
H 1.3513 -3.6733 -3.8873
H 3.5969 0.1442 0.1576
H -3.0306 0.2872 0.7994
H -0.2323 5.6070 0.5650
H -3.6329 2.3309 -2.2583
H -0.9987 -0.4220 -3.6789
H -2.5912 -4.5451 -0.5637
H 1.7681 -0.2333 -3.5711
H -1.5425 -2.1015 -3.8247
*
```

Computed properties:
- LUMO energy (alpha / beta): 0.7 / 0.6 eV
- ΔE to the lowest compared entry with this formula, charge and spin: 3.5 kcal per mole
- Gap between HOMO and LUMO (alpha / beta): 8.469 / 8.568 eV
- Energy: -137704.164 eV